Entry 1:
13
Properties=species:S:1:pos:R:3 method="wB97M-V/def2-TZVPD" e_lumo_ev="0.71 / 0.71" gap_ha="0.260 / 0.260"
C 0.87 0.69 1.31
C -0.33 -0.65 -1.79
C 0.15 -1.06 -0.42
N -0.03 0.22 0.29
C -1.04 0.85 -0.29
O -1.40 0.34 -1.38
H 1.82 0.98 0.85
H 0.47 1.55 1.85
H 1.08 -0.10 2.04
H -0.88 -1.44 -2.32
H -0.41 -1.82 0.17
H 1.21 -1.33 -0.38
H -1.50 1.76 0.08

=====

Entry 2:
13
Properties=species:S:1:pos:R:3 method="wB97M-V/def2-TZVPD" e_lumo_ev="0.57 / -0.49" gap_ha="0.332 / 0.280"
O 2.09 -0.88 0.58
N 1.19 0.16 0.61
C 0.32 0.01 -0.44
C 0.22 -0.96 -1.36
C -1.27 0.44 1.10
C -0.76 1.00 -0.16
H 2.82 -0.58 1.14
H -0.60 -0.94 -2.06
H 0.96 -1.75 -1.45
H -1.92 1.03 1.76
H -1.29 -0.64 1.24
H -1.45 1.13 -1.00
H -0.30 1.98 0.05

=====

Entry 3:
13
Properties=species:S:1:pos:R:3 method="wB97M-V/def2-TZVPD" e_lumo_ev=1.04 smiles="CC(=O)N1CC1" gap_ha=0.385
C 2.04 -0.03 0.12
C 0.66 -0.58 0.05
N -0.23 0.21 -0.60
C -1.27 0.95 -0.05
C -1.79 -0.40 -0.22
O 0.40 -1.68 0.49
H 2.19 0.36 1.13
H 2.20 0.75 -0.61
H 2.74 -0.83 -0.04
H -1.13 1.26 0.97
H -1.60 1.72 -0.73
H -2.22 -0.68 -1.14
H -1.97 -1.06 0.63

=====

Entry 4:
13
Properties=species:S:1:pos:R:3 method="wB97M-V/def2-TZVPD" e_lumo_ev=1.04 smiles="O=CNC1CC1" gap_ha=0.397
O -0.31 3.05 0.81
C -0.20 2.05 0.13
N -0.71 0.83 0.41
C -0.43 -0.31 -0.40
C -0.06 -1.56 0.32
C 0.99 -0.83 -0.46
H 0.35 2.01 -0.83
H -1.22 0.69 1.28
H -1.02 -0.39 -1.32
H 0.00 -1.49 1.41
H -0.46 -2.50 -0.05
H 1.33 -1.26 -1.40
H 1.74 -0.28 0.10

=====

Entry 5:
14
Properties=species:S:1:pos:R:3 method="wB97M-V/def2-TZVPD" e_lumo_ev="-2.12 / -1.61" gap_ha="0.300 / 0.307"
C -1.51 -0.74 -0.59
C -0.13 -0.21 -0.36
C 0.86 -0.32 -1.25
O -0.48 2.04 -0.15
C 0.11 0.37 1.03
O -0.86 0.64 1.74
N 1.38 0.41 1.50
H -1.55 -1.34 -1.51
H -1.85 -1.35 0.25
H -2.21 0.10 -0.68
H 1.83 0.14 -1.11
H 0.71 -0.85 -2.19
H 1.52 0.90 2.37
H 2.17 0.21 0.93

=====

Entry 6:
14
Properties=species:S:1:pos:R:3 method="wB97M-V/def2-TZVPD" e_lumo_ev=0.98 smiles="[H]/N=C(/OC)OC=C" gap_ha=0.396
C 2.69 -0.26 0.41
C 0.47 0.41 -0.35
C -1.89 0.00 -0.19
C -2.88 -0.87 -0.26
O -0.57 -0.38 -0.67
O 1.63 -0.40 -0.53
N 0.52 1.59 0.13
H -0.30 2.14 -0.11
H -2.01 1.00 0.20
H 2.67 -1.13 1.07
H 3.64 -0.25 -0.13
H 2.63 0.65 1.02
H -2.73 -1.87 -0.67
H -3.88 -0.62 0.09

=====

Entry 7:
14
Properties=species:S:1:pos:R:3 method="wB97M-V/def2-TZVPD" e_lumo_ev=0.98 gap_ha=0.386
C -1.09 -1.09 0.09
C -0.43 0.28 0.07
N -1.10 1.34 0.34
O -2.41 1.04 0.70
C 0.99 0.47 -0.52
C 2.34 -0.03 -0.09
O 1.50 -0.78 -0.93
H -2.02 -1.10 -0.50
H -0.43 -1.87 -0.31
H -1.39 -1.36 1.10
H -2.79 1.90 0.93
H 1.02 1.34 -1.19
H 3.28 0.14 -0.64
H 2.54 -0.27 0.96

=====

Entry 8:
14
Properties=species:S:1:pos:R:3 method="wB97M-V/def2-TZVPD" e_lumo_ev=0.96 gap_ha=0.393
O 0.38 1.55 -0.12
C 0.62 0.43 -0.98
C 1.52 0.71 0.13
O -1.41 0.44 1.53
C -1.16 -0.85 1.28
N -0.66 -1.42 0.25
C -0.40 -0.70 -0.98
H -0.93 1.01 0.89
H 0.93 0.73 -1.98
H 1.46 0.10 1.03
H 2.48 1.19 -0.05
H -1.45 -1.47 2.12
H -0.05 -1.43 -1.72
H -1.34 -0.29 -1.39

=====

Entry 9:
14
Properties=species:S:1:pos:R:3 method="wB97M-V/def2-TZVPD" e_lumo_ev=0.75 smiles="C/N=C1/COCO1" gap_ha=0.369
C 2.30 -0.41 -0.58
N 1.37 0.71 -0.38
C 0.22 0.48 0.10
C -0.92 1.42 0.49
O -2.15 0.52 0.37
C -1.65 -0.77 0.20
O -0.25 -0.79 0.37
H 2.79 -0.34 -1.56
H 3.10 -0.35 0.17
H 1.84 -1.40 -0.50
H -1.03 2.22 -0.27
H -1.61 1.15 1.50
H -1.92 -0.99 -0.83
H -2.09 -1.45 0.92

=====

Entry 10:
14
Properties=species:S:1:pos:R:3 method="wB97M-V/def2-TZVPD" e_lumo_ev=1.04 gap_ha=0.365
C 0.10 1.73 0.09
C 1.11 0.73 0.58
C 0.76 -0.61 1.00
O 0.83 0.36 1.98
C -0.33 -1.14 -0.81
O -0.48 -1.12 0.54
N -1.41 -1.66 -1.37
H -0.90 1.45 0.42
H 0.36 2.68 0.55
H 0.10 1.85 -1.00
H 2.15 0.90 0.29
H 1.49 -1.41 1.11
H -1.38 -1.72 -2.38
H -2.23 -2.02 -0.89

=====

Number 1: electronic energy -286.48095 a.u.. Number 2: electronic energy -286.42656 a.u.. Number 3: electronic energy -286.53507 a.u.. Number 4: electronic energy -286.58467 a.u.. Number 5: electronic energy -361.65609 a.u.. Number 6: electronic energy -361.78488 a.u.. Number 7: electronic energy -361.72706 a.u.. Number 8: electronic energy -361.79576 a.u.. Number 9: electronic energy -361.70671 a.u.. Number 10: electronic energy -361.74939 a.u..